Here is the ion C4H10NO with charge +1 in a non-equilibrium geometry from OMol25. Energies are from wB97M-V/def2-TZVPD.

Positions of all 16 atoms, in Å:
C: -0.685 0.283 0.292
C: 0.679 -0.304 0.050
C: -1.858 -0.673 0.397
C: 1.901 0.424 0.436
N: -0.490 0.934 -1.003
O: 0.717 -1.445 -0.545
H: -0.677 1.010 1.105
H: -2.151 -1.064 -0.574
H: -2.713 -0.170 0.838
H: -1.593 -1.519 1.027
H: 2.663 0.413 -0.342
H: 2.321 -0.077 1.315
H: 1.696 1.453 0.721
H: -0.982 0.516 -1.779
H: -0.407 1.937 -1.035
H: 1.580 -1.716 -0.905

Calculated values
lowest unoccupied orbital energy: -4.0 eV
molecular weight: 88.13 g mol⁻¹
gap between HOMO and LUMO: 10.957 eV
relative energy (zero: lowest compared OMol25 entry of this formula, charge and spin): 86.5 kJ/mol
2S+1: 1
charge: +1

Electronic structure analysis, natural (NBO) charges in units of e:
1 C -0.121
2 C 0.671
3 C -0.630
4 C -0.725
5 N -0.742
6 O -0.583
7 H 0.241
8 H 0.230
9 H 0.251
10 H 0.243
11 H 0.261
12 H 0.284
13 H 0.263
14 H 0.414
15 H 0.418
16 H 0.526